1.
C14H13DyN7OS3 | ωB97M-V with the def2-TZVPD basis set

Last column: Löwdin spin population.
Cartesian coordinates (Å):
H (4.37167, 1.30987, 0.26623)  0.000
C (0.33065, 2.74359, -0.13341)  0.000
S (4.87670, -1.43824, 0.12446)  0.000
C (-0.32249, 5.54996, 0.01908)  0.000
C (-3.43148, -0.73896, 0.20559)  -0.002
C (1.32091, 3.76755, -0.14536)  0.000
C (-2.20849, 2.40007, -0.50438)  0.000
H (2.27564, 3.34424, -0.12134)  0.000
N (2.23827, -1.20016, 0.09711)  -0.012
C (2.55270, -2.50513, 0.00161)  0.000
H (2.50971, -5.45955, 0.12974)  0.000
C (1.44170, -3.48908, 0.02140)  0.000
Dy (-0.29313, -0.44589, -0.28724)  5.058
H (4.22742, -3.86848, -0.18087)  0.000
S (0.02605, -5.62107, 0.20919)  0.000
H (-2.54801, -4.74447, 0.09339)  0.000
N (3.46088, 0.91888, -0.01505)  0.000
H (2.57677, 1.37506, 0.00720)  0.000
N (-2.01432, -3.90888, 0.07771)  0.001
N (-2.17770, 1.11326, -0.37962)  -0.011
H (-2.35440, 4.94485, -0.01218)  0.000
H (1.84369, 5.79072, -0.10599)  0.000
O (0.63482, 1.44304, 0.14308)  -0.013
C (-1.32576, 4.56659, 0.03019)  0.000
C (3.92144, -2.83872, -0.02607)  0.000
H (-4.79367, -2.37055, 0.29517)  0.000
C (3.35604, -0.44707, 0.03750)  0.000
N (-3.30049, 0.32493, -0.65427)  0.000
C (1.58489, -4.85819, 0.16068)  0.000
N (-4.53855, -1.44261, -0.07039)  -0.001
C (0.99267, 5.13193, -0.09177)  0.000
H (-5.25717, -0.89886, -0.51828)  0.000
C (-0.71845, -4.07916, 0.04511)  0.000
H (-2.32723, -2.98511, 0.44765)  0.000
H (-0.61042, 6.54090, 0.27619)  0.000
N (0.07070, -3.01823, 0.03796)  -0.012
C (-1.08100, 3.21225, -0.23499)  0.000
H (-3.07964, 3.00053, -0.68841)  0.000
S (-2.23090, -1.11982, 1.44338)  -0.007

Values from the calculation:
Calculated total energy ... -3079.31316 Ha
LUMO level (alpha / beta) ... -3.74 / -3.79 eV
Charge ... +1
Multiplicity ... 6
HOMO-LUMO gap (alpha / beta) ... 0.254 / 0.253 Eh
Expectation value of S² ... 9.3552

***

2.
C2H7N3OS | ωB97M-V with the def2-TZVPD basis set

Last column: natural (NBO) charge in e.
Cartesian coordinates (Å):
C (-0.64442, 0.05634, 0.08335)  0.502
N (-0.25881, 0.56256, 1.17092)  -0.680
N (-1.88617, -0.52089, -0.04003)  -0.311
H (1.94702, 0.67128, -0.86437)  0.198
H (-0.04519, 0.13646, -2.07227)  0.360
H (2.03583, -1.16870, -0.18567)  0.213
S (1.16746, 1.57694, 1.11187)  0.114
O (-2.87689, -0.43120, 0.88373)  -0.537
H (-2.37547, 0.11701, 1.62337)  0.477
H (-1.73873, -1.55687, -0.14320)  0.370
H (1.91771, -0.81692, -2.03089)  0.212
H (0.91109, 2.23569, 2.31639)  0.134
N (0.22560, -0.44042, -0.90061)  -0.627
C (1.62097, -0.42128, -0.95258)  -0.424

Values from the calculation:
Energy above the lowest of the compared OMol25 structures with the same formula, charge and spin ... 97.11 kcal per mole
Calculated total energy ... -717.92114 Ha
LUMO level ... 0.48 eV
HOMO-LUMO gap ... 0.328 Eh

***

3.
C31H54CuN3OP2 | ωB97M-V with the def2-TZVPD basis set

Last column: Löwdin spin population.
Cartesian coordinates (Å):
H (-2.89077, -0.50393, 3.46032)  0.000
C (3.61806, 2.94475, -0.91522)  0.038
C (-4.42514, -2.95929, 1.54561)  0.000
H (-4.55141, 1.71377, -1.67288)  0.000
H (3.61781, 3.25405, 0.14075)  0.001
H (6.28329, 2.25034, -1.01433)  0.000
N (-0.35833, -1.33745, -1.01400)  -0.001
H (-3.15572, -3.02960, -0.63636)  0.000
P (-2.79769, -0.83559, 0.47872)  0.000
C (-0.74720, 1.13725, 1.80773)  0.000
C (-3.28214, -1.98847, 1.89647)  0.000
H (2.21583, -0.24050, -2.73011)  0.003
C (-0.84380, 1.09119, -3.97051)  0.001
C (2.14886, -0.77589, 2.03588)  0.004
C (-4.16319, 1.54643, 0.97587)  0.000
C (-4.15262, 0.37688, -0.02707)  0.000
C (0.21151, 3.25803, -3.16460)  0.000
H (3.58734, 1.08241, -3.14325)  0.000
H (-6.24734, 0.40673, -0.48532)  0.000
C (0.63463, 1.04897, -1.92499)  0.019
C (-2.01607, -2.79827, 2.22060)  0.000
H (2.54083, 1.83295, 2.32301)  0.001
N (-0.49634, -0.65948, 4.02260)  0.000
C (-3.81714, 0.93160, -1.42433)  0.000
C (4.59558, -0.88103, 1.51014)  0.038
H (-4.35734, 1.21305, 2.00184)  0.000
H (5.51141, -0.34136, 1.24348)  0.001
O (-0.64114, 1.97253, 2.60326)  -0.001
H (-5.52270, -1.19437, -0.71007)  0.000
H (-3.88646, 0.15909, -2.20402)  0.000
C (-0.28678, -0.31119, 5.11072)  0.000
H (1.22095, -0.18931, 2.01306)  0.001
C (-3.70097, -1.16271, 3.12048)  0.000
H (-4.11930, -3.73049, 0.82849)  0.000
C (3.49993, 1.30107, 2.25422)  0.019
C (4.26993, 1.55780, -1.07937)  0.055
H (-4.96731, 2.24017, 0.69034)  0.000
H (-5.87934, -0.56872, 0.93949)  0.000
C (0.55624, -3.70887, -2.07078)  0.000
H (-0.93816, -0.02492, 7.08303)  0.000
H (-3.91899, -1.86777, 3.93847)  0.000
H (-1.22339, -2.14633, 2.62157)  0.000
H (-4.61777, -0.58254, 2.94088)  0.000
C (1.41424, -2.61571, -1.96378)  0.000
H (4.25185, 1.98918, 1.84787)  0.001
C (1.58986, -0.08084, -1.83974)  0.032
H (-2.26744, -3.53492, 2.99751)  0.000
H (-0.25420, 3.69004, -4.06104)  0.000
C (4.50606, 1.19054, -2.55910)  0.012
H (5.12340, 1.97473, -3.01836)  0.001
N (-0.11443, 1.50630, -1.03058)  0.020
H (-1.70850, 1.15385, -3.31242)  0.000
H (5.05317, 0.23955, -2.63777)  0.002
C (1.48724, 1.52686, -4.38108)  0.000
H (0.93392, -4.66601, -2.42523)  0.000
H (2.57658, 2.95389, -1.27377)  0.003
C (-0.02561, 0.08165, 6.48073)  0.000
H (6.13671, 0.56662, -0.46408)  0.001
C (-5.52169, -0.30545, -0.06376)  0.000
H (5.66733, 1.92212, 0.61103)  0.000
H (-1.64061, -3.34556, 1.34365)  0.000
H (-2.81490, 1.38555, -1.45341)  0.000
H (2.36571, 2.14135, -4.16545)  0.000
H (-3.21650, 2.09943, 0.96772)  0.000
H (3.81271, 1.02989, 3.27691)  0.003
C (5.66559, 1.55686, -0.42214)  0.005
H (2.47032, -2.66549, -2.23558)  0.001
H (0.76331, -0.54927, 6.91324)  0.000
H (1.97653, -1.72321, 1.50547)  0.001
H (2.35205, -0.99962, 3.09412)  0.000
H (-5.31441, -2.44657, 1.16420)  0.000
H (0.29839, 1.12999, 6.50766)  0.000
H (-0.64496, 0.03582, -4.18981)  0.000
C (-2.68141, -2.07449, -0.88030)  0.000
Cu (-0.81830, 0.22828, 0.26293)  0.005
H (-0.42836, 3.44462, -2.29425)  0.000
C (-0.79693, -3.54929, -1.77616)  -0.003
H (4.70439, -1.24931, 2.54097)  0.005
H (4.20836, 3.68725, -1.47900)  0.007
H (-3.23480, -1.67668, -1.74393)  0.000
H (1.76959, 0.47725, -4.46005)  0.000
H (-1.54590, -4.32990, -1.92226)  0.000
C (-1.23036, -2.33274, -1.24543)  0.001
H (1.12162, 1.83478, -5.37237)  0.000
P (3.02718, 0.34943, -0.37083)  0.650
C (3.33878, 0.00442, 1.44628)  0.061
H (-1.10799, 1.58731, -4.91092)  0.000
H (1.19088, 3.73969, -3.00351)  0.000
H (-4.71118, -3.48118, 2.47160)  0.000
C (0.87443, -1.38264, -1.56814)  0.006
C (0.38950, 1.74577, -3.36421)  0.000
H (4.50113, -1.74513, 0.83675)  0.008

Values from the calculation:
Energy above the lowest of the compared OMol25 structures with the same formula, charge and spin ... 45.48 kcal per mole
Calculated total energy ... -3775.98548 Ha
LUMO level (alpha / beta) ... -3.57 / -4.42 eV
Charge ... +1
Multiplicity ... 2
HOMO-LUMO gap (alpha / beta) ... 0.193 / 0.161 Eh
Expectation value of S² ... 0.7568

***

- Which of these has the lowest calculated total energy?
  C31H54CuN3OP2

***

- calculated total energy of number 3 (C31H54CuN3OP2)?
  -3775.98548 Ha